[1]
Density functional theory data (the ωB97M-V functional and the def2-TZVPD basis) for C23H22Cl2CrN7O3 as an isolated structure.

Values from the calculation:
* molar mass: 567.4 Da
* E_HOMO (alpha / beta): -0.5182 / -0.5182 Ha
* ⟨S²⟩: 0.763
* net charge: +2
* gap between HOMO and LUMO (alpha / beta): 6.20 / 6.81 eV
* spin multiplicity: 2
* E_LUMO (alpha / beta): -7.9 / -7.3 eV

Structure (XYZ):
```
58
Properties=species:S:1:pos:R:3:lowdin_spin:R:1
Cr 0.007 -0.935 0.096 0.974
N 2.893 -2.759 2.575 0.001
C 1.837 -2.986 1.808 0.003
N 1.364 -1.815 1.393 0.000
C 2.208 -0.907 1.971 0.002
N 3.144 -1.436 2.705 0.002
C 1.973 0.510 1.687 0.003
C 2.695 1.577 2.187 -0.002
N 2.381 2.829 1.864 0.005
C 1.354 3.015 1.046 -0.001
C 0.614 1.957 0.529 0.005
N 0.938 0.706 0.856 -0.007
H 3.479 -3.433 3.049 0.000
H 1.458 -3.968 1.576 0.000
H 3.532 1.417 2.855 0.000
H 1.099 4.035 0.787 0.000
H -0.226 2.101 -0.137 0.000
Cl -1.112 0.134 -6.967 0.000
C -1.047 0.027 -5.252 0.000
C -2.108 0.567 -4.499 -0.001
C -2.106 0.521 -3.125 -0.001
Cl -3.397 1.188 -2.209 0.000
C -1.034 -0.090 -2.460 -0.001
O -1.008 -0.107 -1.135 0.009
C 0.021 -0.637 -3.212 0.000
C 1.134 -1.205 -2.557 -0.002
O 1.264 -1.308 -1.306 0.008
C 0.013 -0.566 -4.628 0.000
H -2.939 1.032 -5.014 0.000
H 1.969 -1.582 -3.151 0.000
H 0.835 -0.978 -5.198 0.000
C -3.925 3.785 4.188 0.000
C -4.641 2.551 4.705 0.000
N -4.005 1.301 4.246 0.000
C -3.234 0.520 5.212 0.000
C -1.909 1.152 5.597 0.000
C -4.242 0.926 2.983 0.000
O -4.982 1.500 2.201 0.000
C -3.520 -0.280 2.417 0.000
C -4.230 -1.407 2.023 0.002
C -3.588 -2.424 1.329 0.000
C -2.260 -2.247 1.008 0.006
N -1.577 -1.142 1.357 -0.004
C -2.186 -0.185 2.068 0.000
H -4.445 4.684 4.519 0.000
H -3.917 3.791 3.098 0.000
H -2.898 3.840 4.550 0.000
H -5.678 2.540 4.373 0.000
H -4.645 2.515 5.795 0.000
H -3.086 -0.482 4.809 0.000
H -3.860 0.395 6.098 0.000
H -1.259 1.285 4.728 0.000
H -1.390 0.526 6.323 0.000
H -2.050 2.132 6.052 0.000
H -5.287 -1.473 2.250 0.000
H -4.109 -3.318 1.019 0.000
H -1.722 -2.996 0.430 0.001
H -1.597 0.688 2.319 0.000
```

[2]
Density functional theory data (the ωB97M-V functional and the def2-TZVPD basis) for C67H160F24N9O8P4 as an isolated structure in a non-equilibrium geometry.

Values from the calculation:
* molar mass: 1799.9 Da
* E_HOMO: -0.4110 Ha
* net charge: +5
* gap between HOMO and LUMO: 0.57 eV
* E_LUMO: -10.6 eV

Structure (XYZ):
```
272
Properties=species:S:1:pos:R:3:lowdin_charge:R:1
C 4.767 -4.146 -9.112 -0.109
C 6.212 -4.126 -8.794 -0.229
C 6.779 -2.725 -9.259 -0.085
N 8.290 -2.804 -9.225 -0.215
C 8.869 -3.294 -7.911 0.033
C 8.957 -3.536 -10.397 -0.072
C 9.439 -2.536 -11.421 -0.087
C 8.827 -1.172 -10.897 -0.137
C 8.910 -1.377 -9.467 -0.111
H 4.217 -5.120 -8.903 0.107
H 4.631 -4.084 -10.184 0.078
H 4.186 -3.431 -8.559 0.078
H 6.773 -4.786 -9.352 0.078
H 6.327 -4.228 -7.731 0.108
H 6.395 -1.943 -8.623 0.108
H 6.391 -2.645 -10.305 0.150
H 8.401 -2.742 -7.068 0.109
H 9.909 -3.162 -8.014 0.091
H 8.620 -4.323 -7.754 0.096
H 9.733 -4.005 -9.975 0.087
H 8.287 -4.303 -10.700 0.125
H 10.456 -2.481 -11.532 0.091
H 9.103 -2.788 -12.418 0.122
H 9.433 -0.295 -11.134 0.134
H 7.894 -0.921 -11.361 0.115
H 9.928 -1.451 -9.157 0.131
H 8.328 -0.662 -8.856 0.123
C 0.904 2.582 -2.096 -0.060
C 0.465 1.808 -0.759 -0.195
C -0.199 0.483 -1.084 -0.130
N -0.159 -0.485 0.022 -0.328
C -0.728 0.164 1.181 0.002
C 1.187 -0.968 0.372 -0.078
C 1.477 -1.992 -0.737 -0.128
C 0.130 -2.649 -0.937 -0.136
C -0.902 -1.682 -0.370 -0.112
H 1.480 3.517 -1.887 0.083
H 0.054 2.997 -2.668 0.068
H 1.515 2.003 -2.743 0.048
H -0.174 2.440 -0.158 0.079
H 1.357 1.650 -0.157 0.089
H 0.354 -0.054 -1.882 0.140
H -1.280 0.661 -1.413 0.153
H -1.680 0.460 0.802 0.098
H -0.066 1.027 1.331 0.069
H -0.614 -0.527 2.000 0.085
H 1.020 -1.384 1.372 0.109
H 1.936 -0.086 0.474 0.169
H 2.289 -2.681 -0.519 0.125
H 1.821 -1.500 -1.595 0.086
H 0.052 -3.607 -0.391 0.115
H -0.080 -2.831 -1.990 0.116
H -1.295 -2.172 0.552 0.131
H -1.857 -1.372 -0.883 0.143
C -4.803 2.594 4.300 -0.014
O -5.907 3.073 3.433 -0.200
C -5.813 4.381 3.014 -0.249
C -6.770 4.608 1.845 -0.085
N -6.531 3.584 0.773 0.040
H -5.734 2.930 1.059 0.144
H -7.366 2.972 0.628 0.194
C -6.176 4.122 -0.603 -0.078
C -4.901 4.957 -0.451 -0.192
O -3.815 4.173 0.058 -0.206
C -2.920 3.585 -0.825 -0.106
H -3.825 2.980 3.923 0.101
H -4.912 1.539 4.321 0.073
H -4.990 2.993 5.300 0.090
H -4.752 4.582 2.900 0.123
H -6.186 5.071 3.804 0.142
H -6.705 5.685 1.477 0.157
H -7.762 4.406 2.192 0.124
H -7.023 4.757 -0.981 0.153
H -5.900 3.153 -1.105 0.130
H -4.928 5.844 0.164 0.118
H -4.712 5.310 -1.499 0.143
H -3.448 3.072 -1.614 0.085
H -2.431 2.791 -0.267 0.067
H -2.187 4.403 -1.151 0.128
C 3.764 0.036 4.218 -0.099
O 2.607 0.293 4.943 -0.213
C 2.300 -0.572 6.057 -0.177
C 0.992 -0.158 6.664 -0.062
N -0.021 -0.172 5.527 0.071
H 0.388 0.305 4.759 0.114
H -0.151 -1.174 5.348 0.126
C -1.315 0.333 5.929 -0.147
C -1.865 -0.287 7.137 -0.222
O -1.874 -1.721 7.085 -0.182
C -2.555 -2.235 8.243 -0.065
H 4.625 -0.003 4.903 0.093
H 3.852 0.911 3.573 0.098
H 3.723 -0.929 3.683 0.091
H 3.029 -0.497 6.836 0.127
H 2.272 -1.550 5.639 0.106
H 1.049 0.921 6.966 0.163
H 0.729 -0.881 7.445 0.143
H -1.938 0.118 5.089 0.134
H -1.293 1.388 6.051 0.131
H -2.932 0.062 7.268 0.151
H -1.338 -0.039 8.096 0.137
H -2.247 -3.240 8.147 0.082
H -3.591 -2.224 8.069 0.078
H -2.306 -1.834 9.195 0.088
C -0.066 7.810 8.536 -0.093
O 0.360 9.111 8.305 -0.167
C 0.985 9.713 9.407 -0.209
C 1.947 10.796 8.955 -0.044
N 2.908 10.087 7.968 0.070
H 2.255 9.528 7.403 0.163
H 3.358 10.813 7.360 0.199
C 3.997 9.246 8.645 -0.076
C 4.753 8.295 7.745 -0.131
O 3.827 7.152 7.562 -0.219
C 4.381 5.927 7.092 -0.087
H -0.808 7.723 9.363 0.113
H 0.760 7.163 8.834 0.090
H -0.512 7.457 7.624 0.094
H 1.534 8.940 10.006 0.140
H 0.391 10.221 10.115 0.126
H 2.530 11.336 9.656 0.131
H 1.474 11.539 8.337 0.136
H 3.540 8.665 9.371 0.104
H 4.607 10.004 9.064 0.131
H 5.658 7.981 8.259 0.140
H 4.883 8.743 6.802 0.114
H 5.146 6.056 6.258 0.110
H 3.600 5.324 6.755 0.064
H 4.990 5.511 7.934 0.102
C 10.131 6.470 -3.448 -0.029
O 9.812 5.032 -3.348 -0.224
C 8.437 4.786 -3.046 -0.185
C 8.285 3.284 -2.571 -0.079
N 8.837 2.420 -3.657 0.104
H 8.169 2.170 -4.368 0.084
H 9.666 2.918 -4.065 0.171
C 9.411 1.134 -2.892 -0.027
C 10.778 0.837 -3.480 -0.224
O 11.708 1.834 -3.090 -0.196
C 13.105 1.401 -3.264 -0.030
H 9.288 7.074 -3.702 0.083
H 10.990 6.532 -4.082 0.085
H 10.537 6.692 -2.468 0.091
H 7.820 4.929 -3.993 0.144
H 8.112 5.619 -2.449 0.109
H 7.281 3.070 -2.436 0.109
H 8.877 3.114 -1.648 0.133
H 8.780 0.313 -3.098 0.093
H 9.420 1.363 -1.805 0.132
H 10.717 0.815 -4.567 0.132
H 11.218 -0.077 -3.257 0.102
H 13.523 1.080 -2.304 0.092
H 13.654 2.280 -3.477 0.079
H 13.103 0.531 -3.918 0.089
C -9.708 4.694 -12.544 -0.066
C -10.635 5.443 -11.909 -0.114
C -11.847 4.554 -11.275 -0.063
N -11.227 3.587 -10.241 -0.202
C -9.933 3.979 -9.400 -0.086
C -9.078 2.836 -8.996 -0.135
C -7.677 2.302 -9.681 0.167
C -9.791 1.382 -10.086 -0.022
C -10.707 2.327 -10.840 -0.208
C -12.410 3.206 -9.184 0.068
H -9.929 4.062 -13.522 0.133
H -8.597 4.556 -12.535 0.083
H -7.936 -1.395 -1.103 0.036
H -10.566 6.656 -11.965 0.183
H 6.855 -12.016 2.028 -0.046
H -12.381 3.917 -11.977 0.138
H -12.425 5.373 -11.023 0.097
H -9.288 4.544 -10.101 0.118
H -10.362 4.493 -8.502 0.154
H -4.594 11.486 -3.428 -0.054
H -9.233 2.327 -8.012 0.128
H -7.406 2.343 -10.719 0.061
H -7.237 1.633 -8.901 0.086
H -9.189 0.617 -10.596 0.114
H -10.068 0.760 -9.105 0.151
H -10.127 2.624 -11.864 0.154
H -11.565 1.620 -11.317 0.199
H -12.113 2.313 -8.611 0.102
H -13.373 3.017 -9.761 0.131
H -12.662 3.987 -8.482 0.095
C -8.730 -1.020 2.760 -0.097
C -8.443 -2.513 2.736 -0.228
C -7.504 -2.749 1.580 -0.178
N -7.476 -4.153 1.061 -0.261
C -7.544 -5.227 2.125 -0.100
C -6.357 -5.344 3.062 -0.154
C -5.102 -5.655 2.238 -0.176
C -4.996 -4.565 1.194 -0.181
C -6.150 -4.304 0.300 -0.110
C -8.587 -4.382 0.077 -0.001
H -9.364 -0.607 3.582 0.094
H -9.221 -0.651 1.849 0.078
H -7.751 -0.537 2.695 0.059
H -9.386 -3.053 2.564 0.111
H -8.186 -2.878 3.707 0.104
H -6.504 -2.537 1.957 0.125
H -7.816 -2.141 0.763 0.021
H -8.438 -5.167 2.660 0.111
H -7.506 -6.130 1.508 0.140
H -6.157 -4.526 3.701 0.104
H -6.607 -6.130 3.747 0.119
H -4.199 -5.721 2.808 0.104
H -5.231 -6.667 1.751 0.138
H -4.734 -3.572 1.757 0.148
H -4.124 -4.739 0.525 0.137
H -6.055 -3.304 -0.188 0.117
H -6.420 -5.079 -0.388 0.122
H -9.550 -4.276 0.636 0.122
H -8.493 -5.418 -0.407 0.135
H -8.518 -3.670 -0.723 0.043
C 5.117 -6.874 4.439 -0.066
C 4.580 -7.647 5.696 -0.218
C 3.119 -7.538 5.468 -0.182
N 2.334 -8.498 6.306 -0.273
C 0.836 -8.207 6.343 -0.101
C 0.050 -9.216 7.112 -0.179
C 0.298 -10.579 6.515 -0.188
C 1.781 -10.935 6.498 -0.161
C 2.596 -9.896 5.731 -0.097
C 2.906 -8.424 7.717 0.050
H 6.198 -6.958 4.448 0.076
H 4.920 -5.791 4.506 0.090
H 4.775 -7.271 3.508 0.070
H 4.886 -7.120 6.593 0.118
H 4.974 -8.634 5.768 0.098
H 2.713 -7.762 4.453 0.150
H 2.738 -6.519 5.708 0.154
H 0.614 -8.242 5.267 0.143
H 0.712 -7.170 6.661 0.141
H -1.027 -9.051 7.137 0.132
H 0.354 -9.262 8.194 0.130
H -0.017 -10.521 5.450 0.132
H -0.397 -11.263 6.948 0.115
H 1.936 -11.830 5.877 0.128
H 2.200 -11.286 7.487 0.144
H 2.205 -9.892 4.717 0.137
H 3.679 -10.115 5.676 0.140
H 2.263 -8.941 8.381 0.080
H 2.956 -7.340 7.963 0.134
H 3.864 -8.869 7.554 0.094
P 6.798 0.159 -6.108 0.263
F 7.277 1.816 -5.718 -0.252
F 8.360 -0.264 -6.406 -0.186
F 7.094 -0.107 -4.546 -0.152
F 6.305 -1.375 -6.407 -0.156
F 5.333 0.690 -5.948 -0.108
F 6.751 0.659 -7.661 -0.165
P -4.952 -0.006 0.026 0.216
F -4.078 -0.831 1.133 -0.163
F -5.287 -1.466 -0.690 -0.228
F -6.284 -0.249 0.866 -0.173
F -5.782 0.771 -1.186 -0.208
F -4.698 1.424 0.772 -0.159
F -3.641 0.170 -0.884 -0.157
P 0.188 -3.462 3.542 0.193
F 1.623 -3.053 3.087 -0.117
F 0.585 -5.095 3.626 -0.197
F 0.568 -3.191 5.041 -0.122
F -1.312 -3.886 3.907 -0.143
F -0.209 -1.828 3.405 -0.206
F -0.281 -3.614 1.959 -0.178
P 0.147 3.171 3.422 0.192
F 1.092 4.466 3.247 -0.150
F -0.723 3.924 4.487 -0.124
F -0.856 3.623 2.249 -0.147
F -0.700 1.750 3.507 -0.182
F 1.088 2.377 2.319 -0.191
F 1.159 2.665 4.642 -0.184
```

[3]
Density functional theory data (the ωB97M-V functional and the def2-TZVPD basis) for a 2-piece molecular cluster, C4H6OS overall in a non-equilibrium geometry.

Values from the calculation:
* energy above the lowest of the compared OMol25 structures with the same formula, charge and spin: 128.80 kcal/mol
* molar mass: 102.2 Da
* E_HOMO (alpha / beta): -0.3226 / -0.3228 Ha
* net charge: 0
* gap between HOMO and LUMO (alpha / beta): 7.16 / 7.16 eV
* structure (SMILES): CC1=CC1.O=S
* E_LUMO (alpha / beta): -1.6 / -1.6 eV

Structure (XYZ):
```
12
Properties=species:S:1:pos:R:3:lowdin_charge:R:1
C -0.270 -1.611 0.199 -0.102
C 0.309 -1.184 -1.107 -0.061
C 0.313 -0.234 -0.221 -0.243
C 0.547 1.175 0.315 -0.057
O 3.201 0.012 0.789 -0.704
S 4.290 0.211 -0.173 0.736
H -1.394 -1.677 0.207 0.091
H 0.245 -1.914 0.994 0.024
H 0.615 -1.418 -2.191 0.119
H -0.318 1.480 0.743 0.021
H 0.923 1.931 -0.489 0.107
H 1.378 1.200 1.100 0.070
```

[4]
Density functional theory data (the ωB97M-V functional and the def2-TZVPD basis) for C2H6N2S2 as an isolated structure in a non-equilibrium geometry.

Values from the calculation:
* energy above the lowest of the compared OMol25 structures with the same formula, charge and spin: 149.98 kcal/mol
* molar mass: 122.2 Da
* E_HOMO: -0.3026 Ha
* net charge: 0
* gap between HOMO and LUMO: 8.32 eV
* E_LUMO: 0.1 eV

Structure (XYZ):
```
12
Properties=species:S:1:pos:R:3:lowdin_charge:R:1
C -0.423 -1.067 1.210 -0.331
C 0.313 1.229 0.423 -0.316
H -0.078 -2.228 0.620 0.138
H 0.067 -0.740 2.517 0.174
H -1.776 -1.356 1.454 0.131
H -0.307 -0.360 -2.362 -0.074
H -0.137 1.615 1.301 0.098
H 1.571 -0.031 -1.723 -0.061
N 0.023 -0.182 0.258 -0.603
N 0.779 1.945 -0.618 -0.486
S -1.153 -0.137 -1.067 0.675
S 1.122 1.312 -2.012 0.656
```